# 1
One molecule with the formula C3H7N3 in a non-equilibrium geometry, computed with ωB97M-V/def2-TZVPD.

```
13
Properties=species:S:1:pos:R:3:forces:R:3
H 2.651698 1.004125 1.832357 0.256 -2.865 -2.292
N 2.741295 0.088559 1.117565 -4.395 3.836 -1.427
C 1.640732 0.144924 0.261827 2.882 0.140 5.400
N 0.437227 0.836870 0.390207 -0.778 1.884 0.565
N -0.523266 0.603263 -0.653850 0.034 -4.153 -1.247
C -0.774172 -1.086124 -0.769092 -2.310 3.089 2.604
C -1.918265 -0.056948 -0.467428 2.892 0.961 2.688
H 1.481105 -0.736809 -0.288781 0.280 -0.730 -1.243
H 0.372308 1.878784 0.640712 0.698 -2.305 -0.356
H -0.760030 -1.306881 -1.807733 0.624 -0.924 -0.395
H -0.574085 -1.851787 0.209126 -0.207 2.475 -3.247
H -2.604890 0.548593 -1.087091 0.315 -1.274 -0.026
H -2.169656 -0.066569 0.622183 -0.293 -0.135 -1.025
```
Positions in Å, forces in eV/Å.

Results
SMILES: [H]/N=C\NN1CC1
Charge: 0
HOMO-LUMO gap in Ha: 0.341

Atomic partial charges in e from the Löwdin method, atoms 1 to 5:
1. H 0.07
2. N -0.01
3. C -0.29
4. N -0.08
5. N -0.11

---

# 2
A 22-piece molecular cluster, C2H47O22 overall in a non-equilibrium geometry, computed with ωB97M-V/def2-TZVPD.

```
71
Properties=species:S:1:pos:R:3:forces:R:3
C -10.882000 -17.486000 -9.116000 0.135 0.216 1.793
C -10.009000 -17.779000 -10.272000 -0.928 -1.993 -0.290
O -10.346000 -19.055000 -10.761000 -0.142 -1.119 -0.427
H -10.697000 -18.300000 -8.385000 -0.162 0.383 -0.243
H -11.977000 -17.397000 -9.229000 0.615 -0.002 -0.652
H -10.517000 -16.587000 -8.632000 -0.326 0.228 0.235
H -10.141000 -17.120000 -11.119000 0.492 0.630 0.103
H -8.978000 -17.937000 -9.958000 0.390 1.137 0.176
O -10.667000 -16.062000 -6.323000 -2.438 -0.107 0.768
H -9.833000 -16.415000 -6.531000 2.341 -1.012 -0.378
H -10.653000 -15.129000 -6.367000 0.043 1.431 -0.147
O -12.462000 -16.088000 -11.934000 -0.246 -0.473 0.230
H -11.976000 -16.775000 -12.382000 1.157 -0.071 -1.067
H -13.097000 -16.718000 -11.578000 -1.155 0.533 0.513
O -6.370000 -19.196000 -9.192000 1.363 -0.524 0.538
H -7.137000 -19.650000 -9.495000 -0.729 -1.206 -0.822
H -6.748000 -18.351000 -8.999000 0.095 1.128 0.245
O -11.085000 -20.987000 -9.098000 0.740 -1.746 -0.563
H -10.712000 -21.778000 -9.585000 -0.745 1.452 0.742
H -10.849000 -20.192000 -9.647000 0.020 0.127 -0.322
O -12.804000 -14.258000 -8.979000 -2.988 0.717 2.413
H -13.185000 -15.064000 -8.568000 0.359 0.647 -0.519
H -12.064000 -14.533000 -9.435000 2.786 -0.841 -1.907
O -8.409000 -14.211000 -8.890000 2.090 0.489 -1.889
H -7.435000 -14.058000 -8.807000 -1.387 -0.277 -0.051
H -8.747000 -14.247000 -8.031000 -0.762 -0.066 2.200
O -13.853000 -19.573000 -8.417000 0.152 0.730 0.556
H -13.484000 -19.581000 -9.309000 0.333 -0.163 -0.539
H -14.504000 -20.256000 -8.414000 -0.692 -0.640 0.078
O -10.546000 -14.786000 -10.570000 0.966 1.424 0.768
H -9.710000 -14.911000 -10.089000 -0.179 0.423 -0.319
H -10.803000 -15.649000 -10.826000 -0.937 -0.898 -0.627
O -8.262000 -18.035000 -12.503000 2.071 0.814 -0.955
H -8.687000 -17.702000 -13.283000 -0.139 0.290 -0.980
H -8.991000 -18.400000 -12.068000 -1.857 -1.630 1.586
O -8.419000 -17.392000 -6.901000 0.562 3.121 -0.857
H -8.469000 -18.284000 -7.125000 -0.457 -3.090 0.220
H -8.146000 -17.077000 -7.797000 0.135 0.429 1.178
O -9.673000 -21.233000 -12.601000 -1.345 -0.642 -2.396
H -9.254000 -20.820000 -11.884000 1.094 0.858 1.632
H -9.905000 -20.497000 -13.199000 0.095 -0.475 0.437
O -11.174000 -18.381000 -13.050000 -1.359 0.859 -3.512
H -12.068000 -18.708000 -13.245000 0.383 0.192 -0.148
H -11.006000 -18.699000 -12.191000 1.102 -1.129 2.833
O -8.291000 -20.804000 -10.176000 -0.293 -1.063 0.826
H -9.096000 -20.279000 -10.042000 -0.258 0.892 -0.513
H -8.440000 -21.475000 -9.484000 0.474 0.078 -0.588
O -12.633000 -17.941000 -6.466000 0.288 0.383 -0.813
H -12.527000 -18.788000 -6.918000 -0.230 -0.136 0.404
H -11.990000 -17.365000 -6.934000 -0.421 -0.078 0.981
O -12.908000 -19.670000 -10.900000 -2.523 0.809 -0.147
H -12.019000 -19.375000 -10.985000 2.350 1.103 0.446
H -12.824000 -20.555000 -11.171000 -0.120 -2.044 -0.450
O -11.669000 -20.680000 -6.438000 0.402 0.158 1.561
H -12.380000 -21.302000 -6.297000 -0.179 -0.107 -0.233
H -11.483000 -20.649000 -7.366000 -0.229 -0.399 -1.307
O -6.964000 -16.674000 -9.088000 1.122 0.714 0.095
H -6.030000 -16.400000 -9.245000 -1.241 -0.290 -0.061
H -7.536000 -16.206000 -9.708000 0.284 0.444 -0.328
O -14.971000 -17.412000 -10.968000 -0.544 -1.362 -1.595
H -14.892000 -18.390000 -11.005000 0.167 1.054 0.209
H -14.513000 -17.114000 -10.191000 0.142 0.310 1.164
O -14.217000 -16.523000 -8.537000 -0.613 0.105 0.213
H -15.004000 -16.273000 -8.021000 0.490 -0.281 -0.294
H -13.962000 -17.405000 -8.231000 0.016 -0.202 0.690
O -8.653000 -19.967000 -7.292000 1.008 -1.714 -0.589
H -9.440000 -20.517000 -7.296000 -0.583 0.117 0.277
H -7.967000 -20.598000 -7.628000 -0.442 1.258 0.508
O -7.818000 -15.537000 -11.514000 0.606 -1.041 1.189
H -8.163000 -15.201000 -12.312000 -0.690 1.255 -1.268
H -8.059000 -16.479000 -11.636000 0.468 -0.115 -0.014
```
Positions in Å, forces in eV/Å.

Results
Charge: -1
HOMO-LUMO gap in Ha: 0.340

Atomic partial charges in e from the Löwdin method, atoms 1 to 5:
1. C -0.06
2. C -0.36
3. O -0.38
4. H 0.09
5. H 0.09

---

# 3
A 2-piece molecular cluster, C3H13N4 overall in a non-equilibrium geometry, computed with ωB97M-V/def2-TZVPD.

```
20
Properties=species:S:1:pos:R:3:forces:R:3
C -1.366634 1.426501 1.392503 1.279 -0.292 -2.928
C -1.364437 -1.072981 -1.283388 -0.114 -0.441 1.675
C 1.838184 -0.675895 -0.241763 0.170 -0.351 -1.239
N 2.115898 0.863459 -0.285165 -0.126 -3.273 -0.353
N -1.699172 0.233988 0.580913 -2.815 1.754 5.419
N 0.757976 -0.851757 0.621007 -0.478 -0.643 -0.083
N -0.939591 -0.031540 -0.313067 3.628 -2.388 -3.781
H -2.090427 1.462054 2.093362 -2.553 0.895 2.212
H -0.444957 1.319866 1.915425 0.938 -0.506 0.206
H -1.288276 2.286195 0.712449 -0.393 -0.135 0.443
H -1.805730 -0.466181 -2.032137 0.070 0.268 -1.443
H -0.473394 -1.672340 -1.551710 -0.881 0.437 -0.262
H -2.233228 -1.687611 -0.934329 1.009 0.108 0.214
H 1.506238 -1.024394 -1.315322 1.543 0.955 1.266
H 2.750036 -1.172987 0.173094 -0.338 0.377 -0.921
H 2.833904 1.097399 -0.938742 0.449 0.799 -0.222
H 2.161040 1.125827 0.656770 1.338 0.678 1.935
H -2.292159 -0.420697 1.159582 0.647 0.048 -1.434
H 0.770784 -1.884346 0.520160 -1.110 0.307 0.909
H 1.197900 1.117696 -0.471594 -2.260 1.402 -1.614
```
Positions in Å, forces in eV/Å.

Results
Charge: +1
HOMO-LUMO gap (spin up / spin down) in Ha: 0.315 / 0.315

Atomic partial charges in e from the Löwdin method, atoms 1 to 5:
1. C -0.01
2. C -0.03
3. C -0.32
4. N 0.23
5. N -0.12

---

# 4
A 2-piece molecular cluster, C3H9NO2 overall in a non-equilibrium geometry, computed with ωB97M-V/def2-TZVPD.

```
15
Properties=species:S:1:pos:R:3:forces:R:3
C -1.485362 2.068483 -0.547661 2.145 -0.184 -0.424
C -1.331224 2.433785 0.887257 0.111 -0.554 0.793
N -1.080368 1.394400 1.765430 -0.436 0.399 1.195
O -1.397976 3.546127 1.364470 -0.350 0.258 -0.608
H -0.498117 2.228799 -1.010358 0.306 -0.387 0.382
H -1.976808 2.777613 -1.167838 -1.471 0.335 0.007
H -1.690271 1.011942 -0.679546 -0.542 0.118 -0.222
H -1.292288 1.672672 2.710845 0.358 0.199 0.055
H -0.829897 0.427456 1.733638 -0.123 -0.190 -1.177
C 1.970557 -2.936908 -0.507105 0.032 0.009 0.670
O 1.735373 -3.486421 -1.791244 0.062 0.107 0.265
H 1.601612 -3.588456 0.286380 -0.362 -0.235 -0.362
H 1.463425 -1.976183 -0.395017 0.097 0.071 0.068
H 3.028588 -2.831477 -0.253530 0.155 0.229 -0.407
H 1.782758 -2.741833 -2.395728 0.018 -0.175 -0.234
```
Positions in Å, forces in eV/Å.

Results
SMILES: CC(N)=O.CO
Charge: 0
HOMO-LUMO gap in Ha: 0.383

Atomic partial charges in e from the Löwdin method, atoms 1 to 5:
1. C -0.01
2. C -0.59
3. N 0.13
4. O 0.05
5. H 0.09

---

Energy above the lowest of the compared OMol25 structures with the same formula, charge and spin per entry: 518.4; 44.5; 606.2; 141.7 kJ/mol
Calculated total energy per entry: -282.57681; -1759.73562; -340.71258; -324.91865 hartree